# 1
Below is a structure of composition C17H26BN3O6V at a distorted geometry, with properties calculated with wB97M-V/def2-TZVPD.

Each line ends with the Löwdin charge.
Cartesian coordinates (Å):
V: 0.334 -0.895 -0.236  1.0699
O: -0.754 -2.290 -3.685  0.2922
C: -0.597 -2.189 -2.536  -0.3528
O: 0.207 -1.197 -1.897  -0.1265
C: -1.177 -2.997 -1.406  -0.0953
C: -2.001 -4.095 -1.441  0.1013
C: -2.416 -4.632 -0.220  0.0753
C: -2.039 -4.058 0.999  0.1007
C: -1.216 -2.960 0.955  -0.0985
N: -0.781 -2.488 -0.227  0.0549
C: -0.655 -2.127 2.075  -0.3608
O: -0.743 -2.265 3.230  0.2812
O: 0.084 -1.094 1.435  -0.1406
H: -2.317 -4.519 -2.387  0.1596
H: -3.053 -5.508 -0.217  0.1493
H: -2.383 -4.452 1.947  0.1587
N: 5.010 -0.302 1.094  0.0852
C: 4.418 0.594 0.037  -0.0588
C: 2.900 0.497 0.061  -0.1196
N: 2.417 -0.917 -0.129  -0.0971
C: 3.028 -1.789 0.932  -0.1205
C: 4.549 -1.727 0.915  -0.0595
H: 4.751 0.035 2.027  0.1989
H: 6.034 -0.257 1.059  0.2044
H: 4.825 0.264 -0.919  0.1550
H: 4.747 1.615 0.215  0.1595
H: 2.506 1.134 -0.730  0.1495
H: 2.505 0.859 1.013  0.1491
H: 2.744 -1.247 -1.039  0.1544
H: 2.721 -2.820 0.775  0.1497
H: 2.635 -1.462 1.894  0.1380
H: 4.963 -2.075 -0.031  0.1537
H: 4.967 -2.332 1.717  0.1588
C: -2.703 2.372 -2.105  0.0125
C: -2.630 2.137 -0.615  -0.3792
C: -3.973 2.247 0.052  0.0203
O: -2.170 0.666 -0.471  0.1656
B: -0.876 0.833 -0.268  -0.6326
O: -0.252 1.979 -0.054  0.1495
C: -1.477 2.933 0.109  -0.3705
C: -1.657 3.065 1.602  0.0106
C: -1.113 4.235 -0.547  0.0181
H: -3.395 1.658 -2.549  0.1129
H: -1.731 2.269 -2.591  0.1050
H: -3.082 3.374 -2.306  0.1182
H: -4.705 1.659 -0.498  0.1121
H: -4.300 3.289 0.030  0.1229
H: -3.955 1.914 1.087  0.0991
H: -1.893 2.112 2.078  0.1044
H: -2.466 3.763 1.817  0.1191
H: -0.746 3.465 2.045  0.1098
H: -0.815 4.110 -1.585  0.0992
H: -0.303 4.713 0.003  0.1094
H: -1.975 4.905 -0.514  0.1242

## Properties
Orbital gap ... 8.132 eV
Calculated total energy ... -2247.06366 hartree
Net charge ... +3
Lowest unoccupied orbital energy ... -10.978 eV
2S+1 ... 1
HOMO level ... -19.11 eV

***

# 2
Below is a structure of composition C24H32NOPPdS2Si, with properties calculated with wB97M-V/def2-TZVPD.

Each line ends with the natural charge from an NBO analysis.
Cartesian coordinates (Å):
Pd: 0.557 -0.671 -0.862  0.6374
C: 0.092 -6.489 1.789  -0.6523
C: 0.140 -5.163 1.094  0.1018
C: 1.292 -4.725 0.447  -0.2309
C: 1.311 -3.490 -0.161  0.0468
N: 0.254 -2.662 -0.159  -0.5148
C: -0.868 -3.085 0.448  0.0592
C: -0.961 -4.309 1.068  -0.2336
H: 0.877 -7.155 1.438  0.2414
H: -0.872 -6.975 1.645  0.2462
H: 0.228 -6.344 2.863  0.2533
H: 2.175 -5.348 0.403  0.2486
H: 2.191 -3.156 -0.697  0.2188
H: -1.718 -2.419 0.433  0.2054
H: -1.898 -4.598 1.528  0.2465
C: 2.798 -0.610 -4.031  -1.1486
Si: 1.435 0.164 -3.088  1.2947
C: -0.031 0.518 -4.149  -1.1493
C: 2.007 1.726 -2.264  -1.1425
H: 3.086 0.123 -4.793  0.2677
H: 2.485 -1.522 -4.541  0.2664
H: 3.673 -0.833 -3.420  0.2595
H: 0.348 1.005 -5.055  0.2705
H: -0.721 1.207 -3.659  0.2388
H: -0.575 -0.374 -4.463  0.2613
H: 2.163 2.410 -3.112  0.2716
H: 2.954 1.593 -1.742  0.2524
H: 1.288 2.197 -1.593  0.2465
C: -2.685 -0.191 -1.209  -0.9710
P: -1.400 0.479 -0.132  1.1158
C: -1.871 0.275 1.578  -0.4553
C: -1.026 -0.366 2.481  -0.1993
C: -1.413 -0.503 3.808  -0.1964
C: -2.639 -0.004 4.223  -0.1568
C: -3.478 0.649 3.326  -0.2059
C: -3.095 0.797 2.004  -0.1143
C: -1.280 2.228 -0.448  -0.4453
C: -1.957 2.851 -1.496  -0.1823
C: -1.832 4.223 -1.673  -0.1898
C: -1.036 4.965 -0.812  -0.1568
C: -0.356 4.345 0.232  -0.2037
C: -0.472 2.980 0.413  -0.1401
H: -3.647 0.256 -0.950  0.2721
H: -2.754 -1.270 -1.082  0.2624
H: -2.454 0.019 -2.253  0.2669
H: -0.068 -0.754 2.154  0.2178
H: -0.759 -0.996 4.515  0.2324
H: -2.944 -0.116 5.255  0.2411
H: -4.426 1.048 3.659  0.2428
H: -3.742 1.331 1.317  0.2159
H: -2.591 2.288 -2.169  0.2251
H: -2.362 4.711 -2.480  0.2434
H: -0.950 6.035 -0.949  0.2422
H: 0.254 4.932 0.907  0.2308
H: 0.047 2.497 1.234  0.2083
C: 3.851 3.112 1.634  -0.2684
O: 3.434 1.934 0.865  -0.4398
C: 2.955 0.925 1.494  0.0232
S: 2.663 0.692 3.097  0.2945
S: 2.468 -0.526 0.717  0.0591
H: 3.988 3.888 0.892  0.2344
H: 4.787 2.874 2.134  0.2261
H: 3.073 3.376 2.346  0.2087

## Properties
Orbital gap (alpha / beta) ... 7.237 / 6.160 eV
Calculated total energy ... -2618.22850 hartree
<S²> ... 6.02
Net charge ... +2
Lowest unoccupied orbital energy (alpha / beta) ... -5.804 / -8.605 eV
2S+1 ... 5
HOMO level (alpha / beta) ... -13.04 / -14.76 eV